w.
Below is 3 unconnected molecules or ions with the total composition C3H12NO2, with properties calculated with ωB97M-V/def2-TZVPD.

For the gap between HOMO and LUMO, the calculation gives 10.27 eV. The calculation puts the LUMO energy at -3.43 eV. Its spin multiplicity is 1. Its HOMO energy is -13.7 eV. Its net charge is +1.

Last column: natural (NBO) charge in e.
Positions of all 18 atoms, in Å:
H (2.313, -0.040, 2.813)  0.511
C (0.777, 0.648, -0.826)  -0.115
H (0.824, 0.083, 1.194)  0.471
C (-0.189, 1.118, -3.190)  -0.660
H (0.707, 1.747, -3.201)  0.232
O (1.749, -0.658, 2.273)  -0.961
H (-0.533, -0.511, 0.587)  0.464
H (-2.887, -1.974, 1.629)  0.488
N (0.083, 0.369, 0.490)  -0.758
H (-1.121, 1.753, -3.082)  0.257
H (2.125, -1.520, 2.367)  0.510
H (1.296, 1.618, -0.674)  0.214
C (0.107, 0.262, -1.964)  -0.060
O (-2.255, -1.260, 1.891)  -0.958
H (-0.316, 0.504, -4.079)  0.242
H (-0.569, 1.171, 0.781)  0.447
H (-0.457, -0.636, -1.934)  0.198
H (-2.079, -1.596, 2.745)  0.478

---

x.
Below is 3 unconnected molecules or ions with the total composition C3H12NO2, with properties calculated with ωB97M-V/def2-TZVPD.

For the gap between HOMO and LUMO, the calculation gives 8.32 eV. The calculation puts the LUMO energy at -4.63 eV. Its spin multiplicity is 1. Its HOMO energy is -13.0 eV. Its net charge is +1.

Last column: natural (NBO) charge in e.
Positions of all 18 atoms, in Å:
H (1.537, -0.124, 1.814)  0.448
H (1.210, 2.354, -0.490)  0.216
H (-0.256, 1.793, -0.834)  0.253
H (-0.913, -3.212, -3.120)  0.480
H (-1.020, 1.843, 3.075)  0.283
N (1.174, 0.380, 0.997)  -0.778
H (-0.233, 3.386, 0.042)  0.279
H (0.537, -0.394, 0.705)  0.483
O (0.589, -1.783, -0.564)  -0.976
C (-0.767, 1.349, 2.117)  -0.501
H (2.001, 0.477, 0.411)  0.439
C (0.210, 2.404, -0.067)  -0.663
H (0.204, -2.570, -0.957)  0.520
H (-1.430, 0.472, 2.097)  0.247
C (0.149, 1.557, 1.188)  0.270
H (-2.256, -2.465, -2.914)  0.493
O (-1.366, -2.568, -2.577)  -0.971
H (1.011, -1.296, -1.276)  0.478

---

Energies relative to the most stable structure are w 0.000; x 2.104, reported in eV.

---

w.
Below is 3 unconnected molecules or ions with the total composition C3H12NO2, with properties calculated with ωB97M-V/def2-TZVPD.

For the gap between HOMO and LUMO, the calculation gives 8.61 eV. The calculation puts the LUMO energy at -4.64 eV. Its spin multiplicity is 1. Its HOMO energy is -13.3 eV. Its net charge is +1.

Last column: natural (NBO) charge in e.
Positions of all 18 atoms, in Å:
H (2.142, -2.424, -1.033)  0.499
H (0.687, -0.497, 7.534)  0.470
C (0.212, 1.635, -1.059)  -0.631
H (-0.758, 1.239, -2.965)  0.240
C (-1.776, -1.245, -1.359)  0.121
N (-0.880, -0.439, -1.739)  -0.381
H (-2.819, -0.998, -1.211)  0.231
H (0.124, 2.720, -1.152)  0.257
O (1.822, -1.551, -1.151)  -0.974
H (2.565, -0.954, -1.123)  0.496
H (1.201, 1.395, -1.441)  0.226
O (0.407, 0.146, 6.866)  -0.933
H (-1.905, 1.349, -1.625)  0.224
H (1.228, 0.249, 6.340)  0.463
H (0.074, -0.796, -1.736)  0.463
H (-1.445, -2.268, -1.230)  0.226
H (0.024, 1.404, -0.012)  0.233
C (-0.901, 1.035, -1.903)  -0.230

---

x.
Below is 3 unconnected molecules or ions with the total composition C3H12NO2, with properties calculated with ωB97M-V/def2-TZVPD.

For the gap between HOMO and LUMO, the calculation gives 11.46 eV. The calculation puts the LUMO energy at -3.13 eV. Its spin multiplicity is 1. Its HOMO energy is -14.6 eV. Its net charge is +1.

Last column: natural (NBO) charge in e.
Positions of all 18 atoms, in Å:
H (0.890, -0.919, 2.774)  0.217
H (-3.301, -0.629, -2.064)  0.483
H (-3.018, -0.174, -3.464)  0.485
H (1.403, 1.596, 1.260)  0.433
H (1.480, -2.210, 1.831)  0.262
H (-1.350, 1.395, -1.816)  0.512
H (0.764, -0.247, -1.252)  0.217
C (1.162, -0.895, -0.476)  -0.331
N (0.668, 0.920, 1.017)  -0.704
C (1.215, -0.435, 0.754)  0.127
H (0.261, 1.378, 0.189)  0.487
C (1.627, -1.147, 1.993)  -0.673
H (0.084, 0.847, 1.851)  0.439
O (-1.296, 1.607, -0.873)  -0.987
O (-2.622, -0.185, -2.585)  -0.964
H (-2.178, 1.938, -0.733)  0.496
H (1.573, -1.851, -0.765)  0.245
H (2.637, -0.987, 2.360)  0.256

---

Energies relative to the most stable structure are w 0.302; x 0.000, reported in eV.

---

w.
Below is a molecular structure, C4H11N3O, with properties calculated with ωB97M-V/def2-TZVPD.

For the gap between HOMO and LUMO, the calculation gives 8.01 eV. The calculation puts the LUMO energy at 0.92 eV. Its spin multiplicity is 1. Its HOMO energy is -7.1 eV.

Last column: natural (NBO) charge in e.
Positions of all 19 atoms, in Å:
C (-0.194, 0.011, 0.821)  0.133
N (-1.782, -0.759, -0.651)  -0.820
H (0.867, -1.854, 0.609)  0.206
H (2.756, -0.150, -1.249)  0.384
H (0.438, -0.419, -1.511)  -0.248
C (1.144, 0.727, -0.389)  0.316
N (2.479, 0.327, -0.405)  -0.835
N (-1.933, 1.518, 0.053)  -0.819
H (-1.409, 2.244, 0.520)  0.397
C (-1.387, 0.250, 0.165)  0.333
O (0.737, 1.080, 0.907)  -0.534
H (2.757, -0.199, 0.414)  0.381
C (0.236, -1.323, 1.334)  -0.663
H (0.875, 1.504, -1.094)  0.181
H (-2.267, 1.789, -0.861)  0.376
H (-2.614, -0.587, -1.200)  0.376
H (0.816, -1.196, 2.251)  0.221
H (-0.632, -1.950, 1.530)  0.240
H (-0.888, -1.014, -1.244)  0.374

---

x.
Below is 2 unconnected molecules or ions with the total composition C4H11N3O, with properties calculated with ωB97M-V/def2-TZVPD.

For the gap between HOMO and LUMO, the calculation gives 8.90 eV. The calculation puts the LUMO energy at 0.88 eV. Its spin multiplicity is 1. Its HOMO energy is -8.0 eV. The SMILES is NC(N)=O.C=CNC.

Last column: natural (NBO) charge in e.
Positions of all 19 atoms, in Å:
C (1.050, 2.030, -0.834)  -0.403
N (-1.681, -0.744, 2.663)  -0.855
H (0.923, -1.030, 0.868)  0.408
C (-0.260, -0.963, -2.469)  -0.542
H (1.661, -0.186, -2.113)  0.188
H (-1.852, -1.687, 2.947)  0.384
N (0.195, -1.395, 1.447)  -0.842
O (0.069, 0.681, 2.359)  -0.651
N (0.274, 0.805, -0.916)  -0.620
H (-2.005, -0.049, 3.326)  0.398
H (-0.702, 0.817, -0.679)  0.381
H (0.102, -1.697, -3.176)  0.204
H (2.096, 1.757, -0.974)  0.194
H (0.926, 2.458, 0.159)  0.221
C (0.602, -0.123, -1.894)  0.011
C (-0.431, -0.411, 2.180)  0.775
H (-0.421, -2.038, 0.980)  0.381
H (0.780, 2.763, -1.601)  0.174
H (-1.325, -0.988, -2.273)  0.192

---

y.
Below is C4H11N3O in the gas phase, with properties calculated with ωB97M-V/def2-TZVPD.

For the gap between HOMO and LUMO, the calculation gives 8.98 eV. The calculation puts the LUMO energy at 0.88 eV. Its spin multiplicity is 1. Its HOMO energy is -8.1 eV. The SMILES is CC(C)N(N)/C=N\O.

Last column: natural (NBO) charge in e.
Positions of all 19 atoms, in Å:
H (1.707, -2.076, -1.046)  0.215
H (2.337, -0.413, -1.377)  0.195
H (0.894, 2.142, -1.326)  0.352
C (1.672, -0.660, 1.310)  -0.629
H (0.053, -1.218, 0.302)  0.228
H (0.829, -0.927, -1.968)  0.217
N (0.115, 0.709, -0.091)  -0.297
H (1.874, 1.801, 0.005)  0.359
N (0.884, 1.898, -0.314)  -0.674
H (-3.089, -1.265, -0.408)  0.486
C (0.837, -0.512, 0.098)  -0.063
H (1.327, -0.079, 2.137)  0.222
C (-1.229, 0.981, 0.236)  0.212
O (-2.127, -1.187, -0.179)  -0.592
C (1.523, -1.084, -1.125)  -0.608
N (-2.241, 0.169, 0.249)  -0.246
H (-1.434, 2.008, 0.444)  0.207
H (1.678, -1.669, 1.528)  0.218
H (2.712, -0.588, 1.116)  0.198

---

z.
Below is 2 unconnected molecules or ions with the total composition C4H11N3O, with properties calculated with ωB97M-V/def2-TZVPD.

For the gap between HOMO and LUMO, the calculation gives 8.59 eV. The calculation puts the LUMO energy at 0.84 eV. Its spin multiplicity is 1. Its HOMO energy is -7.8 eV. The SMILES is C/C(N)=N/N.C=CO.

Last column: natural (NBO) charge in e.
Positions of all 19 atoms, in Å:
H (3.030, 0.601, -0.841)  0.319
H (0.261, -0.102, 1.282)  0.331
C (3.509, 0.804, 0.303)  -0.494
C (2.449, 1.499, 0.572)  0.056
H (-3.245, -0.962, -1.592)  0.212
N (-0.578, -0.906, -0.940)  -0.866
H (1.926, 1.952, 1.405)  0.220
N (-0.596, 0.411, 1.493)  -0.683
H (1.364, 2.199, -1.128)  0.485
H (-0.704, 0.504, 2.496)  0.359
H (-2.773, -2.495, -0.897)  0.209
C (-2.946, -1.443, -0.658)  -0.648
H (-0.688, -1.391, -1.815)  0.390
H (0.199, -0.273, -0.801)  0.420
H (4.363, 0.681, 0.943)  0.230
C (-1.692, -0.814, -0.122)  0.376
H (-3.742, -1.350, 0.075)  0.241
N (-1.746, -0.242, 1.016)  -0.345
O (1.608, 1.325, -0.793)  -0.811

---

Energies relative to the most stable structure are w 4.678; x 0.000; y 3.868; z 4.007, reported in eV.